Formula: C16H48O8S8
Source: the Open Molecules 2025 dataset
Level of theory: the ωB97M-V functional and the def2-TZVPD basis

Cartesian coordinates (Å):
C 10.624 17.531 21.877
S 9.162 16.646 21.265
O 8.392 16.265 22.474
C 8.384 18.050 20.621
H 11.188 16.652 22.532
H 10.391 18.383 22.459
H 11.202 17.694 21.151
H 8.906 18.441 19.815
H 8.114 18.898 21.109
H 7.385 17.704 20.011
C 12.647 13.746 25.077
S 11.700 14.327 23.804
O 12.068 13.434 22.588
C 10.211 13.595 24.331
H 12.561 12.589 25.249
H 12.548 14.406 25.982
H 13.570 13.990 24.629
H 10.400 12.560 24.723
H 9.541 13.759 23.508
H 9.879 14.189 25.168
C 4.484 18.986 21.980
S 4.659 20.291 20.739
O 5.372 19.609 19.527
C 2.900 20.255 20.285
H 4.158 19.372 23.000
H 5.462 18.548 21.994
H 4.014 18.221 21.722
H 2.896 19.077 19.862
H 2.623 21.156 19.506
H 2.495 20.216 21.227
C 11.585 19.942 18.769
S 11.143 21.564 18.058
O 10.373 22.017 19.279
C 12.830 22.128 18.316
H 12.188 19.432 18.107
H 10.835 19.314 18.756
H 11.862 20.012 19.559
H 12.871 23.118 18.146
H 13.448 21.872 17.602
H 13.047 22.015 19.409
C 8.318 17.267 25.682
S 7.041 18.019 24.498
O 5.731 17.475 25.059
C 7.174 19.676 25.185
H 9.373 17.419 25.302
H 8.087 16.139 25.670
H 8.168 17.516 26.550
H 8.148 20.359 24.955
H 6.846 19.828 26.089
H 6.557 20.105 24.653
C 9.585 23.190 23.460
S 9.674 21.816 22.381
O 9.558 20.649 23.373
C 7.990 22.004 21.717
H 8.698 22.906 24.319
H 9.260 24.004 23.004
H 10.655 23.295 23.990
H 7.800 21.225 21.038
H 7.950 22.975 21.277
H 7.203 22.097 22.516
C 5.503 16.526 18.216
S 4.960 17.584 16.854
O 5.535 16.818 15.677
C 3.212 17.048 16.676
H 5.145 15.631 17.787
H 5.126 16.638 19.237
H 6.680 16.463 17.968
H 3.160 17.147 15.571
H 2.674 17.707 17.321
H 2.866 16.004 17.050
C 12.689 14.802 18.862
S 12.066 15.118 17.268
O 11.172 13.931 17.186
C 10.896 16.467 17.563
H 13.611 15.381 19.209
H 13.027 13.840 18.631
H 12.000 14.717 19.774
H 11.326 16.904 18.614
H 9.929 16.012 17.737
H 11.125 17.168 16.628

HOMO level ... -8.52 eV
ΔE to the lowest compared entry with this formula, charge and spin ... 1166.4 kJ/mol
Total energy ... -4425.111449 Ha
Net charge ... 0
E_LUMO ... 0.2083 eV
Kohn-Sham gap ... 0.3207 hartree

Formula: C16H49FeO9
Source: the Open Molecules 2025 dataset
Level of theory: the ωB97M-V functional and the def2-TZVPD basis

Cartesian coordinates (Å):
Fe 0.367 -0.857 1.847
O 0.203 0.039 0.091
H -0.751 0.174 0.068
C -1.414 -4.324 0.095
C -1.320 -2.806 0.071
O -1.221 -2.270 1.424
H -0.447 -4.755 0.368
H -1.618 -4.703 -0.907
H -2.179 -4.680 0.784
H -2.213 -2.386 -0.395
H -0.438 -2.502 -0.477
H -2.032 -2.527 1.876
C 1.965 4.591 -0.651
C 1.823 3.091 -0.759
O 0.495 2.729 -0.434
H 1.685 4.943 0.347
H 1.288 5.077 -1.353
H 2.990 4.911 -0.836
H 2.563 2.566 -0.139
H 2.049 2.790 -1.795
H 0.462 1.773 -0.239
C -2.729 2.114 1.702
C -2.533 0.631 1.850
O -1.302 0.340 2.614
H -1.922 2.594 1.150
H -2.865 2.585 2.678
H -3.657 2.286 1.150
H -2.441 0.134 0.890
H -3.363 0.173 2.388
H -1.492 0.551 3.534
C -5.902 -0.254 -2.418
C -4.756 0.437 -1.713
O -3.889 -0.518 -1.090
H -6.497 0.473 -2.968
H -6.539 -0.823 -1.739
H -5.492 -0.992 -3.114
H -5.116 1.140 -0.956
H -4.195 1.004 -2.464
H -2.999 -0.385 -1.449
C -1.687 0.450 -4.578
C -1.131 0.931 -3.247
O -1.395 -0.079 -2.260
H -2.776 0.397 -4.529
H -1.289 -0.542 -4.779
H -1.413 1.138 -5.375
H -1.549 1.895 -2.943
H -0.048 1.075 -3.345
H -0.817 0.075 -1.505
C 4.890 -1.027 -1.188
C 3.733 -0.167 -0.702
O 2.594 -0.391 -1.515
H 4.669 -2.080 -0.993
H 5.768 -0.794 -0.583
H 5.085 -0.873 -2.244
H 4.020 0.887 -0.637
H 3.494 -0.495 0.323
H 1.810 -0.006 -1.098
C 1.376 2.029 4.151
C 1.611 1.832 2.673
O 1.937 0.447 2.370
H 0.544 1.412 4.508
H 1.134 3.063 4.387
H 2.245 1.703 4.729
H 2.414 2.482 2.321
H 0.739 2.101 2.082
H 2.833 0.302 2.692
C 3.713 -3.211 2.011
C 2.543 -3.433 1.074
O 1.766 -2.196 0.927
H 4.356 -2.405 1.648
H 4.327 -4.111 2.045
H 3.373 -2.951 3.014
H 1.880 -4.205 1.463
H 2.874 -3.701 0.073
H 1.810 -1.915 -0.002

HOMO level (spin up / spin down) ... -12.19 / -12.19 eV
ΔE to the lowest compared entry with this formula, charge and spin ... 67.8 kJ/mol
2S+1 ... 5
Total energy ... -2579.644261 Ha
Net charge ... +1
E_LUMO (spin up / spin down) ... -2.9425 / -3.2315 eV
Kohn-Sham gap (spin up / spin down) ... 0.3399 / 0.3293 hartree

Formula: C16H49NO16P4Si
Source: the Open Molecules 2025 dataset
Level of theory: the ωB97M-V functional and the def2-TZVPD basis

Cartesian coordinates (Å):
C 6.310 1.954 1.712
O 5.455 0.792 1.628
P 3.821 0.938 1.366
O 3.627 -0.544 1.215
O 3.951 1.750 -0.035
C 4.379 1.024 -1.192
O 2.190 1.251 1.540
C 1.381 0.951 0.409
H 6.958 1.847 2.580
H 6.922 1.997 0.811
H 5.749 2.882 1.798
H 4.783 0.043 -0.941
H 5.154 1.600 -1.697
H 3.537 0.900 -1.872
H 1.709 0.032 -0.073
H 1.387 1.776 -0.304
H 0.368 0.821 0.789
C -5.389 -5.812 6.658
O -6.003 -4.643 7.242
P -7.645 -4.458 7.264
O -7.643 -3.161 7.998
O -7.884 -5.802 8.159
C -7.573 -5.750 9.552
O -9.168 -4.445 6.672
C -10.220 -4.490 7.632
H -4.573 -5.490 6.014
H -4.988 -6.429 7.462
H -6.090 -6.407 6.076
H -7.004 -4.857 9.806
H -6.992 -6.634 9.814
H -8.507 -5.761 10.115
H -9.976 -3.885 8.504
H -10.430 -5.518 7.927
H -11.096 -4.075 7.138
C 0.812 1.211 -7.277
O 2.092 0.804 -6.748
P 2.231 0.098 -5.231
O 3.702 -0.138 -5.463
O 1.282 -1.162 -5.658
C 1.780 -2.091 -6.624
O 2.329 -0.420 -3.646
C 2.712 -1.775 -3.421
H 0.907 2.216 -7.684
H 0.536 0.525 -8.077
H 0.027 1.204 -6.524
H 2.674 -1.717 -7.122
H 1.004 -2.274 -7.367
H 2.008 -3.025 -6.112
H 3.487 -2.099 -4.115
H 1.844 -2.431 -3.492
H 3.107 -1.821 -2.407
C 5.162 7.463 -7.209
O 6.126 6.390 -7.198
P 5.651 4.877 -6.894
O 6.872 4.067 -7.014
O 4.618 4.771 -8.156
C 5.132 4.364 -9.424
O 4.668 4.198 -5.834
C 4.115 2.922 -6.198
H 5.561 8.291 -6.628
H 5.015 7.784 -8.239
H 4.201 7.164 -6.793
H 6.221 4.375 -9.443
H 4.753 5.043 -10.188
H 4.777 3.355 -9.639
H 4.840 2.300 -6.717
H 3.233 3.067 -6.816
H 3.832 2.434 -5.273
N 0.438 0.257 4.489
C -0.812 -0.506 4.614
C -2.056 0.408 4.578
C -3.151 -0.228 3.722
C -4.545 0.412 3.901
Si -5.744 -0.561 4.984
H 0.502 0.683 3.570
H 1.183 -0.432 4.506
H -0.773 -1.083 5.539
H -0.904 -1.240 3.800
H -1.729 1.367 4.175
H -2.373 0.552 5.613
H -2.855 -0.083 2.678
H -3.141 -1.307 3.884
H -5.008 0.460 2.912
H -4.447 1.453 4.213
H -5.243 -1.921 5.283
H -6.990 -0.758 4.200
H -6.163 0.161 6.203

HOMO level ... -8.99 eV
ΔE to the lowest compared entry with this formula, charge and spin ... 0.0 kJ/mol
SMILES ... COP(=O)(OC)OC.COP(=O)(OC)OC.COP(=O)(OC)OC.COP(=O)(OC)OC.NCCCC[SiH3]
Total energy ... -3552.405142 Ha
Net charge ... 0
E_LUMO ... -2.6594 eV
Kohn-Sham gap ... 0.2325 hartree